# 1
68
Properties=species:S:1:pos:R:3:lowdin_charge:R:1 method="wB97M-V/def2-TZVPD" s2=0.765 spin_multiplicity=2 e_above_lowest_ev=0.669 total_charge=+1
Ru -1.505 0.298 0.010 0.76
I -2.451 1.051 2.291 1.36
C -1.945 -0.724 3.231 -0.58
C -2.016 -0.894 4.578 -0.11
C -1.758 -2.189 5.088 -0.05
C -1.485 -3.222 4.237 -0.01
C -1.425 -3.026 2.834 -0.16
C -1.190 -4.096 1.931 -0.01
C -1.180 -3.877 0.589 -0.05
C -1.361 -2.568 0.065 -0.12
C -1.535 -1.487 0.901 -0.29
C -1.626 -1.732 2.309 -0.27
H -2.270 -0.083 5.247 0.11
H -1.802 -2.354 6.156 0.11
H -1.318 -4.218 4.628 0.12
H -1.044 -5.092 2.330 0.12
H -1.027 -4.703 -0.094 0.11
H -1.332 -2.426 -1.005 0.02
O -0.736 1.180 -1.898 -0.50
S -1.385 2.494 -1.657 0.49
O -1.770 3.219 -2.816 -0.23
O -2.480 2.182 -0.675 -0.46
C -0.161 3.426 -0.782 -0.26
C -0.040 4.770 -1.086 -0.02
C 0.926 5.532 -0.439 -0.03
C 1.763 4.944 0.491 -0.04
C 1.640 3.591 0.790 -0.08
C 0.676 2.812 0.164 -0.31
P 0.577 1.028 0.512 1.00
C 1.124 0.771 2.214 -0.36
C 1.781 -0.415 2.541 -0.06
C 2.104 -0.690 3.862 -0.05
C 1.781 0.215 4.861 -0.06
C 1.135 1.402 4.541 -0.06
C 0.801 1.678 3.225 -0.16
C 1.775 0.243 -0.586 -0.33
C 2.748 0.989 -1.248 -0.06
C 3.637 0.358 -2.107 -0.05
C 3.558 -1.011 -2.312 -0.06
C 2.585 -1.757 -1.662 -0.06
C 1.691 -1.133 -0.806 -0.10
H -0.690 5.205 -1.833 0.12
H 1.022 6.584 -0.671 0.12
H 2.523 5.532 0.988 0.12
H 2.311 3.141 1.511 0.12
H 2.050 -1.123 1.770 0.10
H 2.616 -1.611 4.106 0.11
H 2.041 0.002 5.889 0.11
H 0.893 2.117 5.316 0.11
H 0.293 2.605 2.989 0.09
H 2.814 2.059 -1.108 0.11
H 4.389 0.942 -2.621 0.11
H 4.250 -1.496 -2.986 0.11
H 2.517 -2.824 -1.826 0.11
H 0.923 -1.718 -0.314 0.08
C -2.979 0.350 -4.797 -0.32
Sb -1.952 -1.099 -3.623 1.28
C -0.013 -0.769 -4.449 -0.33
C -2.426 -2.786 -4.847 -0.35
H -2.680 0.237 -5.838 0.01
H -2.731 1.352 -4.452 -0.02
H -4.053 0.197 -4.709 0.01
H -0.097 -0.645 -5.528 0.01
H 0.628 -1.623 -4.235 -0.01
H 0.423 0.125 -4.007 -0.01
H -2.216 -2.557 -5.891 0.01
H -3.482 -3.034 -4.741 0.00
H -1.830 -3.646 -4.542 0.00


# 2
24
Properties=species:S:1:pos:R:3:lowdin_charge:R:1 method="wB97M-V/def2-TZVPD" s2=0.751 spin_multiplicity=2 e_above_lowest_ev=4.372 total_charge=0
C -2.363 0.991 0.060 -0.11
C -1.242 0.543 -0.854 -0.46
C -1.280 0.290 -2.097 -0.03
N -0.191 -0.061 0.029 0.16
H -3.029 1.717 -0.459 0.08
H -2.885 0.000 0.424 0.10
H -2.035 1.712 0.853 0.08
H -0.409 -0.189 -2.636 0.06
H -2.073 0.298 -2.821 0.06
H 0.491 0.807 0.243 0.16
H 0.402 -0.689 -0.484 0.08
H -0.533 -0.375 0.796 0.00
H 2.449 -2.494 2.134 0.02
H 2.780 -1.115 2.923 0.07
O 2.060 -1.838 2.751 -0.17
H -2.241 -2.543 -0.100 0.08
H -0.935 -2.781 0.639 -0.05
O -1.455 -2.128 0.350 -0.08
H 1.560 2.052 2.197 0.05
H 1.977 2.382 0.856 0.01
O 1.825 1.624 1.378 -0.07
H 1.862 0.431 -2.606 -0.11
H 3.119 0.738 -1.726 0.08
O 2.147 0.626 -1.851 0.00


# 3
84
Properties=species:S:1:pos:R:3:lowdin_charge:R:1 method="wB97M-V/def2-TZVPD" s2=8.766 spin_multiplicity=6 e_above_lowest_ev=0.000 total_charge=+1
Ru -0.027 0.009 0.172 1.15
C 0.580 -5.201 0.603 -0.16
Si 1.016 -3.412 0.888 0.46
C 2.842 -3.272 1.181 -0.17
C 0.212 -2.798 2.467 -0.17
C 0.376 -2.403 -0.610 -0.26
C 1.363 -1.960 -1.617 -0.44
C 2.381 -2.778 -2.097 -0.03
C 3.226 -2.303 -3.085 -0.03
C 3.038 -1.020 -3.567 -0.03
C 2.000 -0.269 -3.044 -0.13
N 1.169 -0.711 -2.101 0.06
Si -1.321 -2.469 -1.458 0.45
C -2.257 -0.825 -1.537 -0.20
C -2.435 -3.750 -0.680 -0.18
C -1.047 -2.935 -3.238 -0.16
H 0.848 -5.781 1.491 0.05
H 1.148 -5.609 -0.240 0.04
H -0.479 -5.365 0.401 0.01
H 3.137 -4.119 1.808 0.05
H 3.074 -2.349 1.714 0.02
H 3.462 -3.291 0.285 0.03
H 0.797 -3.153 3.320 0.05
H -0.817 -3.148 2.597 0.02
H 0.210 -1.709 2.523 0.00
H 2.486 -3.784 -1.713 0.11
H 4.019 -2.929 -3.473 0.12
H 3.677 -0.601 -4.331 0.11
H 1.816 0.731 -3.417 0.10
H -2.886 -0.610 -0.674 0.01
H -2.911 -0.878 -2.413 0.06
H -1.612 0.046 -1.718 -0.02
H -2.373 -3.806 0.411 0.01
H -2.178 -4.739 -1.068 0.04
H -3.475 -3.550 -0.957 0.05
H -0.785 -2.062 -3.841 0.04
H -1.966 -3.367 -3.644 0.05
H -0.249 -3.674 -3.356 0.04
C -4.204 -1.879 3.641 0.01
N -3.275 -0.915 3.059 -0.10
C -2.852 0.261 3.636 -0.03
C -1.953 0.801 2.775 -0.12
N -1.814 -0.026 1.679 -0.05
C -2.622 -1.047 1.897 -0.18
H -5.059 -1.356 4.059 0.10
H -3.712 -2.451 4.425 0.10
H -4.547 -2.556 2.864 0.10
H -3.231 0.606 4.583 0.13
H -1.414 1.728 2.861 0.08
H -2.775 -1.885 1.235 0.11
C -0.970 5.001 -0.236 -0.10
C -1.025 3.571 0.305 -0.52
C -2.311 2.886 -0.182 -0.12
P 0.458 2.498 -0.001 1.02
C 1.687 2.984 1.286 -0.53
C 1.402 2.273 2.615 -0.13
C 1.800 4.486 1.564 -0.10
C 1.190 2.868 -1.645 -0.54
C 0.129 2.676 -2.736 -0.12
C 1.954 4.179 -1.833 -0.09
H -1.845 5.548 0.122 0.09
H -1.004 5.015 -1.325 0.07
H -0.086 5.543 0.088 0.06
H -1.066 3.624 1.399 0.09
H -2.353 2.870 -1.274 0.07
H -3.186 3.435 0.173 0.09
H -2.393 1.861 0.174 0.02
H 2.633 2.611 0.886 0.09
H 0.534 2.722 3.107 0.06
H 2.250 2.396 3.290 0.09
H 1.231 1.205 2.499 0.03
H 0.892 4.870 2.033 0.08
H 2.003 5.079 0.676 0.05
H 2.620 4.651 2.265 0.09
H 1.920 2.064 -1.724 0.06
H -0.638 3.450 -2.697 0.06
H -0.364 1.704 -2.657 0.05
H 0.595 2.742 -3.722 0.09
H 1.305 5.053 -1.816 0.07
H 2.442 4.152 -2.810 0.09
H 2.740 4.303 -1.091 0.07
O 3.582 0.680 -0.400 -0.03
N 3.226 -0.298 0.191 -0.14
O 2.046 -0.138 0.785 -0.36


# 4
31
Properties=species:S:1:pos:R:3:lowdin_charge:R:1 method="wB97M-V/def2-TZVPD" s2=2.234 spin_multiplicity=3 e_above_lowest_ev=0.463 total_charge=0
Ti -1.380 2.420 -1.486 0.72
Cl -0.079 0.723 -2.360 0.18
C -0.543 4.256 -1.879 -0.27
C -2.465 2.524 -3.209 -0.31
H -1.315 4.835 -2.420 -0.01
H -0.190 4.784 -0.969 0.00
H 0.293 3.964 -2.546 0.00
H -2.795 3.560 -3.413 0.00
H -3.291 1.790 -3.297 0.00
H -1.667 2.203 -3.921 -0.01
V 0.367 0.043 -0.239 0.24
C 1.637 1.008 1.079 -0.28
C -0.777 -0.357 1.457 -0.32
H 1.330 2.086 0.966 0.00
H 1.780 0.612 2.131 0.01
H 2.601 0.909 0.502 0.01
H -1.886 -0.473 1.328 0.00
H -0.692 0.565 2.083 -0.01
C -0.720 -3.115 2.188 -0.21
Si 0.391 -1.938 1.219 0.37
C 2.099 -2.058 2.038 -0.21
C 0.628 -2.775 -0.500 -0.20
H -0.913 -2.660 3.173 0.04
H -0.210 -4.081 2.316 0.03
H -1.674 -3.284 1.664 0.03
H 2.348 -3.128 2.151 0.03
H 2.935 -1.610 1.473 0.03
H 2.082 -1.627 3.051 0.04
H 1.023 -3.781 -0.279 0.04
H -0.280 -3.001 -1.076 0.04
H 1.363 -2.395 -1.225 0.03


# 5
99
Properties=species:S:1:pos:R:3:lowdin_charge:R:1 method="wB97M-V/def2-TZVPD" energy_ev=-128978.219 total_charge=+1
Be 0.481 1.136 1.032 1.05
Cl 0.238 -1.911 -1.574 0.66
O 1.071 -2.218 -2.691 -0.32
O 0.869 -0.879 -0.744 -0.41
O -1.053 -1.382 -2.018 -0.37
O 0.046 -3.104 -0.779 -0.35
C -3.073 -3.915 1.786 -0.20
C -3.300 -3.313 0.401 -0.20
C -3.629 -1.802 0.639 -0.16
S -2.525 -1.268 2.036 0.71
O -3.398 -0.692 3.038 -0.33
O -1.343 -0.556 1.584 -0.36
C -2.106 -2.960 2.485 -0.22
H -2.642 -4.914 1.729 0.12
H -4.014 -4.019 2.329 0.12
H -4.117 -3.855 -0.075 0.12
H -2.437 -3.399 -0.260 0.09
H -4.609 -1.793 1.118 0.10
H -3.623 -1.025 -0.122 0.09
H -1.924 -3.120 3.544 0.11
H -1.191 -3.105 1.901 0.10
C 3.313 4.624 -2.507 -0.06
O 2.688 3.594 -1.731 -0.22
P 1.319 2.899 -2.196 0.40
O 0.790 2.023 -1.128 -0.23
O 0.343 4.085 -2.610 -0.21
C -0.184 5.012 -1.621 -0.04
O 1.721 2.213 -3.554 -0.20
C 0.999 1.048 -3.991 -0.06
H 4.397 4.610 -2.399 0.10
H 3.047 5.539 -1.973 0.09
H 2.989 4.568 -3.544 0.10
H -0.125 4.528 -0.647 0.08
H -1.200 5.224 -1.939 0.09
H 0.482 5.873 -1.639 0.09
H 0.464 0.605 -3.152 0.06
H 1.629 0.285 -4.445 0.10
H 0.314 1.325 -4.793 0.10
C 4.085 0.689 -2.243 -0.09
O 4.836 1.157 -1.140 -0.20
P 4.362 0.700 0.319 0.45
O 2.984 1.102 0.659 -0.24
O 4.801 -0.835 0.429 -0.22
C 6.192 -1.118 0.182 -0.07
O 5.446 1.454 1.239 -0.21
C 5.414 1.468 2.648 -0.10
H 4.501 -0.218 -2.678 0.11
H 3.992 1.440 -3.026 0.09
H 3.037 0.577 -1.952 0.07
H 6.579 -1.601 1.075 0.10
H 6.674 -0.254 -0.272 0.09
H 6.181 -1.821 -0.655 0.10
H 6.041 2.269 3.040 0.10
H 5.861 0.519 2.956 0.08
H 4.465 1.624 3.164 0.09
C 4.108 -1.065 5.212 -0.09
O 2.904 -0.474 4.696 -0.20
P 1.985 -1.167 3.578 0.43
O 1.549 -0.204 2.562 -0.21
O 2.893 -2.382 3.130 -0.21
C 2.527 -3.210 2.029 -0.06
O 0.753 -1.833 4.368 -0.21
C 0.927 -2.550 5.600 -0.06
H 4.162 -2.149 5.127 0.08
H 4.160 -0.879 6.283 0.10
H 5.006 -0.674 4.735 0.07
H 1.872 -2.690 1.329 0.08
H 2.101 -4.166 2.338 0.10
H 3.395 -3.531 1.452 0.09
H 1.976 -2.744 5.820 0.08
H 0.453 -3.501 5.357 0.10
H 0.462 -2.132 6.490 0.10
C -4.699 1.753 1.316 -0.08
O -4.189 1.860 -0.017 -0.20
P -2.808 2.671 -0.162 0.41
O -1.646 2.051 0.494 -0.23
O -2.719 2.818 -1.752 -0.20
C -2.351 1.660 -2.509 -0.06
O -3.045 4.135 0.399 -0.19
C -4.052 4.891 -0.282 -0.09
H -5.700 2.189 1.295 0.10
H -4.092 2.328 2.015 0.10
H -4.821 0.724 1.645 0.07
H -3.233 1.284 -3.024 0.10
H -1.916 0.884 -1.875 0.06
H -1.587 1.927 -3.238 0.08
H -4.930 4.366 -0.655 0.10
H -3.602 5.370 -1.155 0.08
H -4.382 5.761 0.284 0.10
N -5.661 -3.169 -4.464 0.01
C -4.733 -4.049 -3.896 -0.10
C -3.898 -3.251 -3.159 -0.13
C -4.246 -1.907 -3.300 -0.13
C -5.267 -1.867 -4.173 -0.14
H -6.433 -3.349 -5.080 0.14
H -4.782 -5.118 -4.005 0.10
H -3.070 -3.589 -2.554 0.09
H -3.737 -1.077 -2.837 0.07
H -5.797 -1.058 -4.650 0.11


# 6
93
Properties=species:S:1:pos:R:3:lowdin_charge:R:1 method="wB97M-V/def2-TZVPD" energy_ev=-181283.665 total_charge=0
Tl -3.763 -1.550 0.940 0.42
S -5.785 -1.920 2.853 -0.31
Sb -7.501 -1.737 1.304 0.49
S -6.097 -1.138 -0.845 -0.21
S -6.057 -3.198 -1.049 -0.21
S -7.416 -4.094 0.272 -0.11
C 5.149 -2.791 1.019 -0.31
C 3.985 -3.444 1.726 -0.38
P 2.382 -3.629 0.733 1.02
C 1.535 -4.905 1.808 -0.37
C 0.689 -5.893 1.287 -0.11
C 0.002 -6.773 2.193 -0.08
C 0.273 -6.704 3.551 -0.14
C 1.250 -5.900 4.033 -0.12
C 1.800 -4.915 3.228 -0.10
C 2.676 -4.541 -0.837 -0.37
C 2.826 -5.943 -0.918 -0.11
C 2.727 -6.534 -2.150 -0.07
C 2.293 -5.719 -3.232 -0.06
C 2.135 -4.329 -3.133 -0.10
C 2.324 -3.755 -1.944 -0.15
C 4.920 -1.289 0.864 -0.34
P 3.387 -0.654 0.024 1.01
C 4.219 0.282 -1.266 -0.36
C 4.888 -0.554 -2.271 -0.10
C 5.797 0.075 -3.073 -0.11
C 6.029 1.436 -3.028 -0.09
C 5.249 2.241 -2.210 -0.10
C 4.281 1.693 -1.409 -0.10
C 2.548 0.628 0.997 -0.39
C 1.237 0.449 1.356 -0.11
C 0.481 1.233 2.249 -0.09
C 1.126 2.303 2.791 -0.10
C 2.415 2.671 2.309 -0.05
C 3.169 1.763 1.529 -0.10
H 5.316 -3.263 0.117 0.07
H 6.073 -2.922 1.607 0.12
H 3.822 -2.896 2.644 0.06
H 4.271 -4.466 2.051 0.09
H 0.536 -6.085 0.214 0.10
H -0.741 -7.493 1.808 0.11
H -0.369 -7.376 4.152 0.11
H 1.623 -6.149 5.057 0.12
H 2.248 -3.949 3.602 0.11
H 2.960 -6.478 -0.016 0.10
H 2.892 -7.575 -2.184 0.09
H 1.993 -6.126 -4.205 0.10
H 1.872 -3.827 -4.017 0.09
H 2.257 -2.644 -1.885 0.08
H 5.788 -0.897 0.309 0.08
H 4.951 -0.730 1.827 0.09
H 4.872 -1.621 -2.084 0.09
H 6.314 -0.523 -3.843 0.11
H 6.773 1.889 -3.600 0.08
H 5.205 3.322 -2.319 0.11
H 3.575 2.312 -0.814 0.10
H 0.672 -0.377 0.968 0.09
H -0.520 0.982 2.513 0.09
H 0.571 2.909 3.498 0.10
H 2.731 3.703 2.631 0.12
H 4.155 1.959 1.237 0.08
C -1.565 7.224 1.507 -0.10
C -0.938 6.875 0.299 -0.11
C -1.275 5.730 -0.349 -0.15
C -2.264 4.844 0.167 -0.39
C -2.959 5.289 1.332 -0.11
C -2.599 6.459 1.988 -0.11
As -2.395 3.065 -0.654 1.34
C -4.217 2.505 0.038 -0.32
C -4.370 1.893 1.241 -0.16
C -5.697 1.631 1.668 -0.14
C -6.724 1.975 0.856 -0.14
C -6.586 2.628 -0.377 -0.03
C -5.331 2.887 -0.790 -0.21
C -4.868 3.396 -2.041 -0.23
C -5.700 3.968 -3.037 -0.02
C -5.230 4.792 -4.083 -0.06
C -3.853 4.673 -4.354 -0.11
C -3.003 3.990 -3.516 -0.11
C -3.499 3.490 -2.287 -0.31
H -1.193 8.132 2.007 0.11
H -0.140 7.576 -0.075 0.12
H -0.784 5.417 -1.311 0.11
H -3.934 4.900 1.612 0.10
H -3.175 6.644 2.944 0.12
H -3.517 1.621 1.876 0.10
H -5.907 1.136 2.606 0.08
H -7.751 1.893 1.262 0.12
H -7.519 2.807 -0.914 0.12
H -6.806 3.944 -2.850 0.12
H -5.898 5.360 -4.770 0.11
H -3.369 4.970 -5.261 0.09
H -1.946 3.738 -3.698 0.10


# 7
64
Properties=species:S:1:pos:R:3:lowdin_charge:R:1 method="wB97M-V/def2-TZVPD" e_above_lowest_ev=1.517 total_charge=0 smiles="CC(C)=O.CC(C)=O.CC(C)=O.CC(C)=O.BrCCBr.BrCCBr.BrCCBr"
C 4.696 3.665 -1.746 -0.04
C 3.623 3.863 -2.747 -0.45
O 2.694 3.021 -2.913 0.03
C 3.835 4.995 -3.711 -0.04
H 5.580 3.151 -2.124 0.09
H 4.484 2.994 -0.914 0.08
H 5.246 4.519 -1.349 0.08
H 3.779 6.046 -3.427 0.08
H 3.145 5.000 -4.555 0.08
H 4.807 4.918 -4.197 0.08
C -2.370 0.835 5.888 -0.04
C -3.268 2.026 5.753 -0.44
O -4.517 1.995 6.132 -0.01
C -2.564 3.277 5.383 -0.04
H -2.270 0.389 4.899 0.09
H -2.926 0.123 6.498 0.08
H -1.422 1.003 6.401 0.09
H -2.247 3.707 6.334 0.10
H -3.269 3.940 4.882 0.09
H -1.663 3.093 4.798 0.08
C -6.190 2.174 -7.318 -0.02
C -5.355 2.112 -5.996 -0.43
O -4.424 2.859 -5.689 0.04
C -5.722 1.006 -4.981 -0.03
H -7.076 2.802 -7.222 0.08
H -6.615 1.236 -7.674 0.07
H -5.496 2.537 -8.075 0.08
H -4.932 0.510 -4.416 0.08
H -6.314 0.268 -5.521 0.06
H -6.323 1.552 -4.254 0.08
C -1.479 -0.593 0.040 -0.03
C -0.236 -0.206 0.787 -0.45
O -0.350 0.651 1.675 0.03
C 1.101 -0.721 0.213 -0.02
H -1.885 -1.530 0.421 0.08
H -1.381 -0.828 -1.020 0.08
H -2.157 0.223 0.287 0.09
H 1.172 -1.785 0.436 0.08
H 1.983 -0.231 0.626 0.07
H 1.263 -0.664 -0.863 0.08
Br 3.913 -3.227 -3.277 0.55
C 5.641 -2.241 -2.904 -0.61
C 6.002 -2.523 -1.449 -0.72
Br 7.375 -1.313 -0.717 0.58
H 5.473 -1.180 -3.090 0.05
H 6.428 -2.660 -3.530 0.06
H 6.335 -3.555 -1.337 0.06
H 5.158 -2.388 -0.773 0.03
Br -4.649 -10.943 1.100 0.53
C -3.679 -9.227 0.657 -0.65
C -4.433 -7.947 1.243 -0.65
Br -3.750 -6.362 0.289 0.59
H -3.639 -9.084 -0.423 0.03
H -2.633 -9.355 0.937 0.05
H -4.310 -7.871 2.323 0.06
H -5.458 -8.132 0.919 0.04
Br 3.113 -0.544 4.790 0.53
C 3.624 1.322 5.457 -0.64
C 4.171 2.205 4.337 -0.67
Br 4.763 3.968 5.078 0.58
H 4.242 1.177 6.343 0.05
H 2.812 1.994 5.734 0.04
H 3.470 2.289 3.506 0.06
H 5.074 1.667 4.048 0.04


# 8
34
Properties=species:S:1:pos:R:3:lowdin_charge:R:1 method="wB97M-V/def2-TZVPD" e_above_lowest_ev=0.068 total_charge=0 smiles="CCCCNC(=O)COC(=O)c1ccc(F)cc1Cl"
C -2.684 -2.185 -0.254 -0.11
C -3.681 -1.662 0.774 -0.26
C -3.848 -0.141 0.777 -0.20
H -4.673 0.108 1.447 0.11
H -4.119 0.203 -0.223 0.12
C -2.613 0.635 1.247 -0.17
N -1.646 0.839 0.193 0.08
C -1.381 2.046 -0.325 -0.46
O -1.892 3.086 0.029 0.07
C -0.332 2.004 -1.457 -0.04
H -0.635 1.271 -2.213 0.14
H -0.250 3.000 -1.894 0.14
O 0.972 1.687 -0.979 -0.04
C 1.297 0.411 -0.824 -0.45
O 0.534 -0.509 -1.037 0.09
C 2.703 0.192 -0.398 -0.13
C 3.214 -1.090 -0.619 0.00
C 4.507 -1.424 -0.279 0.01
C 5.299 -0.449 0.306 -0.26
C 4.827 0.825 0.558 -0.03
C 3.524 1.151 0.205 -0.57
Cl 2.975 2.735 0.571 0.78
H 5.466 1.557 1.026 0.12
F 6.562 -0.747 0.646 0.08
H 4.903 -2.410 -0.455 0.12
H 2.559 -1.818 -1.072 0.12
H -1.197 0.024 -0.204 0.09
H -2.909 1.632 1.582 0.12
H -2.134 0.109 2.078 0.13
H -3.380 -1.991 1.772 0.10
H -4.659 -2.104 0.566 0.10
H -2.760 -3.268 -0.326 0.07
H -2.891 -1.766 -1.237 0.08
H -1.659 -1.948 0.019 0.06